Arrangement w

# C4H10O4

A 2-piece molecular cluster, C4H10O4 overall (ωB97M-V/def2-TZVPD, the OMol25 dataset).

Results
SMILES: C[C@@H](O)CC(=O)O.O
Molar mass: 122.1 g mol⁻¹
HOMO energy: -10.1298 eV

XYZ file:
```
18
Properties=species:S:1:pos:R:3:lowdin_charge:R:1
C 2.19785 -0.99700 -0.23043 -0.02
C 0.78528 -0.40483 -0.72621 -0.37
O 0.44471 -1.32020 -1.82059 -0.06
C -0.36187 -0.30683 0.25528 -0.07
C -0.03234 0.63891 1.47708 -0.47
O 0.03981 0.36031 2.61207 0.14
O 0.09555 1.95400 0.94760 0.02
H 2.67501 -1.47924 -1.13001 0.09
H 1.96589 -1.66927 0.68504 0.12
H 2.74814 -0.11278 -0.03209 0.05
H 0.94518 0.59618 -1.25437 0.16
H 1.18810 -1.86651 -1.76321 0.01
H -1.32436 -0.04792 -0.14246 0.07
H -0.57860 -1.30105 0.76268 0.14
H -0.30764 2.58174 1.64472 0.15
O -2.65638 0.24135 -1.68165 -0.04
H -3.58743 0.37957 -1.62519 0.03
H -2.64730 -0.54587 -2.25882 0.07
```

=====

Arrangement x

# C4H10O4

A 2-piece molecular cluster, C4H10O4 overall (ωB97M-V/def2-TZVPD, the OMol25 dataset).

Results
SMILES: O=C(O)CCCO.O
Molar mass: 122.1 g mol⁻¹
HOMO energy: -10.2472 eV

XYZ file:
```
18
Properties=species:S:1:pos:R:3:lowdin_charge:R:1
O -1.74585 -2.79321 0.21608 0.11
C -0.78720 -2.36366 0.79301 -0.52
O 0.23150 -3.17962 1.17837 0.08
C -0.43938 -0.93061 1.14895 -0.10
C -1.32882 0.00586 0.29996 -0.17
C -0.63232 1.29340 -0.17584 -0.24
O -1.62181 2.33849 -0.16915 -0.09
H -0.10000 -4.07955 1.05126 0.12
H -0.43539 -0.80719 2.23608 0.13
H 0.64744 -0.76919 1.01790 0.13
H -2.30841 0.26092 0.70040 0.12
H -1.57860 -0.59097 -0.59496 0.11
H -0.20007 1.19216 -1.16322 0.12
H 0.00363 1.64064 0.65604 0.12
H -2.06269 2.41105 -1.01759 0.08
O 4.07649 1.74818 -2.18248 -0.07
H 4.36642 2.07379 -1.31121 0.04
H 3.91507 2.54953 -2.68361 0.03
```

=====

arrangement x is the most stable structure; the next one sits 15.3 kcal/mol above it.

=====

Arrangement w

# C3H9N2O2P

C3H9N2O2P as an isolated structure (ωB97M-V/def2-TZVPD, the OMol25 dataset).

Results
Molar mass: 136.1 g mol⁻¹
HOMO energy: -9.1392 eV

XYZ file:
```
17
Properties=species:S:1:pos:R:3:lowdin_charge:R:1
C -1.71251 0.68046 -0.62684 -0.20
C -2.10627 -0.06239 0.64100 -0.25
C 2.26595 0.79484 -0.07080 -0.14
N 1.40695 -2.06741 -0.35880 -0.14
N 0.93162 0.54206 0.50668 -0.19
O -0.74398 -0.14499 -1.36734 -0.24
O -1.09497 -0.98467 0.93369 -0.22
P 0.17505 -0.83056 -0.14390 0.73
H -2.56575 0.80617 -1.36338 0.15
H -1.11129 1.48666 -0.26578 0.09
H -2.07769 0.82371 1.23483 0.11
H -3.07339 -0.68078 0.62614 0.15
H 2.69852 -0.25717 -0.03832 0.06
H 2.26467 1.07778 -1.10742 0.07
H 2.83774 1.39095 0.57694 0.06
H 0.88868 -2.80701 -0.64491 -0.13
H 1.01668 0.23235 1.46822 0.09
```

=====

Arrangement x

# C3H9N2O2P

The molecule C3H9N2O2P (ωB97M-V/def2-TZVPD, the OMol25 dataset).

Results
SMILES: CP(C)(=O)NC(N)=O
Molar mass: 136.1 g mol⁻¹
HOMO energy: -9.9313 eV

XYZ file:
```
17
Properties=species:S:1:pos:R:3:lowdin_charge:R:1
C -0.50116 -2.17731 0.08726 -0.15
P 0.70553 -0.68770 0.01737 0.56
C 0.99287 -0.40500 1.74801 -0.17
O 1.81266 -0.93344 -0.81621 -0.29
N -0.62869 0.43979 -0.50931 -0.03
C -0.12802 1.75447 -0.73078 -0.64
N -0.93851 2.70359 -1.27720 0.13
O 1.05866 1.87049 -0.44385 0.01
H -1.26670 -1.68752 0.64466 0.02
H -0.75966 -2.59903 -0.85994 0.04
H -0.19394 -2.87466 0.82159 0.02
H 0.15337 -0.39359 2.42613 0.05
H 1.53033 -1.32373 1.96583 0.05
H 1.56648 0.54355 1.95436 0.08
H -1.07228 0.03736 -1.30779 0.07
H -1.83867 2.39598 -1.75909 0.13
H -0.49230 3.33676 -1.96104 0.12
```

=====

arrangement x is the most stable structure; the next one sits 50.4 kcal/mol above it.

=====

Arrangement w

# C5H11O2

A 2-piece molecular cluster, C5H11O2 overall (ωB97M-V/def2-TZVPD, the OMol25 dataset).

Results
Molar mass: 103.1 g mol⁻¹
HOMO energy (alpha / beta): -10.1156 / -10.1079 eV
Spin multiplicity: 2

XYZ file:
```
18
Properties=species:S:1:pos:R:3:lowdin_charge:R:1
C 1.08769 -0.29472 -0.24801 -0.33
O 2.18225 0.21211 -0.81035 0.04
C -0.12302 -0.34508 -1.19939 -0.18
C -1.38660 -0.78957 -0.47117 -0.20
C -1.76366 0.11380 0.69888 -0.19
C -2.77695 0.96991 0.64966 0.00
H 0.76253 0.41635 0.53764 0.16
H 1.28729 -1.24227 0.27029 0.14
H -0.14658 0.68488 -1.55876 0.12
H 0.07875 -1.01992 -2.02224 0.11
H -1.21557 -1.78458 -0.05288 0.11
H -2.24667 -0.80154 -1.13724 0.11
H -1.42031 -0.14633 1.69191 0.10
H -3.26375 1.58285 -0.09447 0.06
H -3.05916 1.37418 1.62482 0.05
H 3.52207 0.10454 0.13579 -0.03
H 4.21461 0.91652 1.20414 0.03
O 4.26709 0.04889 0.78137 -0.10
```

=====

Arrangement x

# C5H11O2

A 2-piece molecular cluster, C5H11O2 overall (ωB97M-V/def2-TZVPD, the OMol25 dataset).

Results
Molar mass: 103.1 g mol⁻¹
HOMO energy (alpha / beta): -10.3749 / -10.3530 eV
Spin multiplicity: 2

XYZ file:
```
18
Properties=species:S:1:pos:R:3:lowdin_charge:R:1
C -3.29699 0.79277 1.44425 0.03
C -1.79256 0.33825 1.31652 -0.62
O -1.02449 1.26526 1.23040 0.08
O -1.49795 -0.90310 1.44714 0.26
H -3.39188 1.05002 2.49872 0.09
H -4.15296 0.17538 1.17784 0.07
H -3.31549 1.67518 0.81174 0.09
C 1.68586 -0.37370 -0.27518 -0.32
C 1.48015 0.82175 -1.21322 -0.11
C 1.89462 -1.64248 -1.02040 -0.15
H 2.30904 -0.07670 0.55829 0.10
H 0.77371 -0.53387 0.36507 0.08
H 2.38973 1.41957 -1.29285 0.07
H 1.30993 -1.73302 -1.93948 0.07
H 2.90413 -1.63735 -1.48436 0.08
H 0.59981 1.33197 -0.83147 0.05
H 1.25908 0.64464 -2.26861 0.07
H 1.86624 -2.61458 -0.52440 0.07
```

=====

arrangement x is the most stable structure; the next one sits 13.6 kcal/mol above it.